No. 1
DFT (the ωB97M-V functional and the def2-TZVPD basis) results for a molecular structure, C37H56F7FeN6O6S2Si.

Energy relative to the best compared isomer or geometry (same formula, charge and spin)   0.0 kcal/mol
Molecular weight   961.9 g mol⁻¹
Spin multiplicity   5
LUMO level (spin up / spin down)   1.8 / 1.8 eV
Total charge   -1
Strongest force on any atom   0.0179 hartree/bohr

Geometry as XYZ:
```
116
Properties=species:S:1:pos:R:3:forces:R:3
Fe -0.363718 0.268721 -0.938136 0.900 -0.048 0.178
C -1.133257 -1.678656 5.935975 0.001 -0.003 0.009
C -1.569833 -0.270106 5.510645 0.003 0.002 -0.006
C -0.793958 0.749516 6.344098 0.001 0.008 -0.003
C -3.068709 -0.090931 5.787545 -0.006 -0.004 0.008
C -1.321695 -0.104252 4.015749 0.013 -0.015 -0.006
C -1.924653 -0.965335 3.104214 -0.015 0.015 0.006
C -1.693372 -0.806688 1.751627 -0.090 0.037 -0.044
N -0.897165 0.142718 1.264469 0.037 0.043 -0.020
C -0.309478 0.979672 2.118115 0.016 -0.009 0.001
C -0.505379 0.888850 3.491603 -0.030 0.008 0.002
C 0.607282 1.988735 1.509533 -0.009 -0.049 -0.006
C 1.393956 2.846959 2.275303 0.019 -0.033 -0.002
C 2.258923 3.734433 1.654863 0.002 0.021 -0.016
C 2.274702 3.727364 0.260866 0.027 0.001 -0.008
C 1.472726 2.841446 -0.427509 0.007 -0.021 0.066
N 0.657259 1.983143 0.182524 -0.088 0.212 -0.066
C 3.175715 4.676883 2.425839 -0.002 -0.002 0.003
C 3.035825 4.511141 3.938754 -0.005 -0.001 -0.002
C 4.630635 4.380973 2.035592 0.009 -0.004 0.012
C 2.827653 6.125290 2.056967 0.010 0.003 0.001
H -1.307156 -1.815629 7.005661 0.000 0.000 0.000
H -0.071044 -1.831892 5.736600 0.000 0.000 -0.001
H -1.689489 -2.449616 5.402753 0.001 0.001 -0.001
H -0.993034 0.577148 7.403273 -0.003 0.000 0.000
H -1.094781 1.773176 6.112052 0.002 0.000 -0.004
H 0.283189 0.660493 6.188742 0.000 -0.002 0.002
H -3.266505 -0.195804 6.856767 0.000 -0.005 -0.001
H -3.664465 -0.834788 5.258201 -0.001 0.004 -0.003
H -3.406617 0.897090 5.469997 0.002 0.001 0.002
H -2.578775 -1.763844 3.428534 -0.008 0.008 -0.002
H -2.157995 -1.444121 1.014892 0.015 -0.039 -0.013
H -0.015161 1.589739 4.148175 -0.006 -0.002 -0.005
H 1.342822 2.801424 3.351213 0.001 0.003 0.003
H 2.922969 4.387908 -0.299190 -0.002 0.004 0.003
H 1.488309 2.796371 -1.507199 -0.015 0.015 -0.008
H 3.281632 3.495944 4.256378 0.005 0.000 0.001
H 2.025285 4.746675 4.279053 -0.001 -0.004 0.000
H 3.723582 5.192847 4.442108 -0.004 0.004 0.000
H 4.889618 3.344181 2.258492 -0.002 0.003 0.003
H 5.306298 5.034128 2.592548 0.000 0.003 -0.003
H 4.802706 4.545657 0.971897 -0.002 -0.005 -0.002
H 1.786410 6.347946 2.297046 0.001 0.001 0.006
H 2.975108 6.312618 0.993036 -0.007 -0.001 -0.001
H 3.464885 6.816310 2.613440 0.005 0.000 -0.005
C 3.495544 -2.732665 -0.746538 -0.014 -0.008 -0.056
Si 2.810632 -1.088776 -0.105567 0.027 -0.068 0.092
C 4.228903 -0.065430 0.628997 0.001 0.002 -0.016
C 1.784133 -1.599021 1.392295 0.024 0.042 0.022
N 1.919480 -0.188925 -1.263390 -0.015 0.047 -0.015
C 2.571539 0.224958 -2.383066 0.026 0.030 -0.110
C 3.913291 -0.053818 -2.757744 0.003 -0.009 0.023
C 4.470326 0.376153 -3.953986 0.026 -0.001 -0.002
C 3.746095 1.124275 -4.869092 -0.012 0.011 -0.009
C 2.430705 1.449311 -4.543849 0.052 0.010 0.005
C 1.911815 1.017178 -3.351927 0.037 -0.055 0.184
F 0.635202 1.367469 -3.044933 -0.268 0.117 -0.228
H 4.033288 -3.251002 0.053296 0.001 -0.001 0.002
H 4.162267 -2.647469 -1.605534 -0.029 -0.022 0.025
H 2.655061 -3.368230 -1.045786 -0.007 0.011 0.012
H 4.721810 -0.603001 1.444794 -0.007 -0.008 0.004
H 3.809188 0.860052 1.041150 -0.003 -0.022 0.008
H 4.988984 0.218120 -0.100097 0.007 0.015 0.010
H 2.004331 -2.639736 1.646456 0.065 0.017 0.017
H 0.722089 -1.535448 1.188561 -0.033 -0.058 -0.012
H 2.009184 -0.987565 2.271682 -0.035 0.022 -0.019
H 4.532615 -0.638824 -2.091975 -0.012 0.031 -0.044
H 5.499241 0.111239 -4.171388 0.000 0.001 0.002
H 4.181865 1.449405 -5.803971 0.000 -0.001 -0.001
H 1.800077 2.033120 -5.203013 -0.001 0.000 0.005
F -6.645408 -2.960785 -1.864554 0.029 -0.004 -0.007
C -5.553459 -2.923878 -1.109467 -0.029 -0.009 0.006
F -5.023908 -4.155718 -1.073163 0.039 0.022 0.007
F -5.933359 -2.616340 0.141927 0.000 0.030 -0.030
S -4.312601 -1.657644 -1.702874 0.041 0.029 0.019
O -3.569737 -1.371214 -0.511876 -0.139 -0.142 0.100
O -5.120224 -0.635743 -2.299925 -0.020 0.021 0.001
N -3.367693 -2.437793 -2.695407 -0.031 0.009 -0.039
S -3.786940 -2.755783 -4.185482 0.040 -0.021 0.029
O -5.141319 -3.197749 -4.351550 -0.015 -0.018 -0.030
O -2.728789 -3.534727 -4.770871 0.019 0.008 -0.014
C -3.707863 -1.121433 -5.102977 0.005 0.033 0.017
F -2.985607 -0.220516 -4.447934 -0.001 -0.053 -0.045
F -3.137379 -1.324197 -6.301170 -0.016 -0.006 -0.001
F -4.926582 -0.631006 -5.313588 0.016 0.007 0.022
C -0.979872 -4.126480 0.303092 0.015 -0.030 0.003
N -0.767243 -4.121628 -1.131025 -0.091 0.112 -0.012
C -1.622941 -5.061701 -1.849376 0.071 -0.025 0.046
C -0.433694 -2.909509 -1.697721 0.375 0.144 0.063
O -0.382615 -1.881968 -0.998597 -0.600 -0.355 0.011
N -0.059830 -2.921656 -2.996584 -0.195 -0.010 -0.051
C 0.430620 -4.091492 -3.692339 0.041 0.007 0.012
C -0.091550 -1.708146 -3.790612 0.022 0.039 0.016
H -0.851788 -5.147021 0.669376 -0.008 -0.004 0.001
H -1.991589 -3.788056 0.555778 0.003 0.018 0.007
H -0.258272 -3.479972 0.793422 0.001 -0.010 -0.001
H -2.584466 -5.135579 -1.338335 -0.035 0.008 0.010
H -1.166601 -6.055600 -1.887489 -0.008 0.004 0.014
H -1.822895 -4.714907 -2.855767 -0.013 0.020 -0.046
H 0.677119 -4.879279 -2.984418 -0.004 0.007 -0.010
H 1.344686 -3.811547 -4.223797 -0.006 -0.002 0.004
H -0.294424 -4.462686 -4.420631 -0.013 -0.003 -0.014
H -0.620158 -0.918908 -3.263231 -0.038 -0.007 -0.002
H -0.628649 -1.916992 -4.718506 0.029 0.000 -0.009
H 0.921826 -1.374273 -4.026448 0.010 0.027 0.015
C -3.273469 2.377831 -0.561306 0.002 0.000 0.000
C -2.673336 2.030986 -1.924038 -0.044 -0.040 0.103
C -1.939737 3.232579 -2.517431 -0.002 0.009 0.003
O -1.840261 0.933367 -1.816461 -0.076 -0.094 -0.174
H -3.938648 3.245048 -0.615666 -0.014 -0.010 -0.007
H -2.464551 2.602584 0.143303 0.000 0.020 -0.003
H -3.833755 1.522435 -0.180807 0.014 -0.005 0.004
H -3.506134 1.773011 -2.598028 0.005 0.029 0.010
H -1.127340 3.538629 -1.849947 0.005 -0.004 0.006
H -2.614374 4.083090 -2.654654 0.003 -0.002 -0.005
H -1.504144 2.967124 -3.481372 0.002 -0.005 -0.001
```
Forces are in eV/Å.

No. 2
DFT (the ωB97M-V functional and the def2-TZVPD basis) results for a molecular structure, C37H57AsGe2N2O2PRu in a non-equilibrium geometry.

Energy relative to the best compared isomer or geometry (same formula, charge and spin)   24.8 kcal/mol
Molecular weight   914.1 g mol⁻¹
Spin multiplicity   6
LUMO level (spin up / spin down)   -6.2 / -8.7 eV
Total charge   +2
Strongest force on any atom   0.0699 hartree/bohr

Geometry as XYZ:
```
103
Properties=species:S:1:pos:R:3:forces:R:3
Ru -0.493442 -0.290907 -0.170552 -0.422 -1.186 -0.854
C 3.707958 1.009693 2.126148 -0.001 0.001 -0.028
C 3.116158 0.183593 0.999148 -0.889 -0.312 -0.181
Ge 1.289158 -0.630807 1.468148 2.510 0.232 1.717
C 1.770058 -2.562007 1.953048 -0.522 0.525 -0.791
C 2.270158 -2.652007 3.379248 0.026 0.077 0.029
C 0.851158 0.274693 3.172848 -0.292 -0.383 -0.544
C -0.133842 1.181893 3.233348 -0.291 -0.536 -1.499
Ge -1.171442 1.394593 1.481448 -0.694 1.812 1.730
C -3.107042 0.692393 1.289348 0.879 -0.216 -0.274
C -4.096442 1.094493 2.362048 0.021 0.072 0.097
C -1.324342 3.419093 1.195048 0.155 -0.932 -0.481
C -1.187342 4.324093 2.402048 0.062 0.009 0.124
C -0.379242 2.037893 4.372848 -0.199 0.468 1.059
C -1.678342 2.341293 4.805948 0.589 -0.392 -0.149
C -1.881242 3.085193 5.949048 0.098 0.182 0.129
C -0.792642 3.576893 6.657848 0.141 -0.085 -0.151
C 0.503158 3.305993 6.225248 -0.211 0.211 0.209
C 0.713058 2.552293 5.092148 -0.372 -0.387 -0.286
H 4.701458 1.356493 1.845448 0.069 0.063 0.051
H 3.807258 0.419693 3.034348 0.022 0.064 0.157
H 3.091858 1.882193 2.335848 -0.008 0.062 0.131
H 3.770458 -0.660407 0.771948 -0.034 -0.041 -0.126
H 3.027658 0.795393 0.099648 0.026 -0.075 -0.077
H 2.565458 -2.854107 1.267248 -0.060 0.001 -0.073
H 0.917258 -3.220107 1.792048 0.042 -0.106 -0.064
H 3.076558 -1.939607 3.549548 0.029 0.018 0.175
H 2.669258 -3.649607 3.558548 0.026 -0.038 0.086
H 1.471858 -2.478007 4.098248 0.030 0.062 0.116
H 1.428258 0.028693 4.057648 0.258 0.234 0.144
H -3.076342 -0.396307 1.193548 -0.112 0.092 -0.067
H -3.418142 1.095893 0.322348 0.018 -0.029 0.030
H -3.855442 0.617693 3.310248 -0.071 0.067 0.104
H -5.098542 0.774993 2.071948 -0.026 0.027 0.045
H -4.112142 2.176593 2.485648 -0.066 0.033 0.156
H -2.307442 3.576793 0.753048 -0.009 -0.068 -0.180
H -0.567042 3.692193 0.458048 -0.053 0.007 -0.172
H -1.998042 4.156593 3.105448 0.074 0.107 0.111
H -1.232942 5.363693 2.078848 -0.010 0.042 -0.044
H -0.239442 4.174793 2.912748 -0.021 0.072 0.115
H -2.517942 1.961293 4.245648 -0.141 -0.027 -0.027
H -2.884642 3.297093 6.283248 -0.107 0.031 0.052
H -0.949442 4.179493 7.536948 -0.027 0.054 0.145
H 1.350658 3.686693 6.773848 0.047 0.087 0.074
H 1.716858 2.347793 4.746248 0.069 0.007 -0.011
C -2.884842 -3.682707 2.821848 0.017 0.021 0.156
C -2.051242 -2.856207 1.906148 -0.681 -0.554 0.294
N -1.325642 -1.865207 2.296748 0.698 1.296 1.409
O -1.348842 -1.609807 3.651348 -0.697 -1.369 -1.630
C -2.048442 -3.146107 0.484948 -1.086 -1.953 0.789
C -2.685442 -4.386807 -0.057952 0.346 0.298 -0.164
N -1.489642 -2.274407 -0.289652 1.609 2.791 -1.590
O -1.382842 -2.384507 -1.561352 -0.913 -1.275 0.870
H -3.022242 -3.157707 3.763648 -0.062 -0.097 -0.032
H -2.391442 -4.632107 3.030548 -0.006 -0.089 0.025
H -3.850542 -3.889007 2.367948 -0.076 -0.070 0.031
H -0.699642 -0.893207 3.797048 0.177 0.379 -0.432
H -2.411242 -5.259607 0.531248 -0.024 0.003 0.094
H -2.375442 -4.527507 -1.093052 -0.082 -0.023 0.085
H -3.772742 -4.291507 -0.034852 -0.053 0.014 0.054
C 2.994858 -0.525307 -2.496552 -0.011 0.118 0.170
As 1.238258 -1.223907 -1.978952 0.797 -0.104 -0.960
C 1.731958 -3.089007 -1.732352 -0.057 -0.109 0.177
C 0.397958 -1.306007 -3.799852 -0.264 0.243 0.631
C 1.203358 -1.977307 -4.840552 0.385 -0.293 -0.506
C 1.049558 -3.348607 -5.074652 -0.019 0.498 0.151
C 1.720558 -3.958307 -6.114752 0.272 0.019 -0.188
C 2.558158 -3.212407 -6.935552 -0.075 0.092 0.157
C 2.706758 -1.847507 -6.721952 0.110 -0.286 -0.084
C 2.048558 -1.235507 -5.675252 -0.380 -0.131 0.260
H 3.310058 -1.076307 -3.383852 -0.125 -0.071 0.067
H 3.734058 -0.678307 -1.713652 -0.104 -0.043 0.112
H 2.961658 0.534993 -2.741652 -0.142 -0.050 0.047
H 2.332058 -3.412907 -2.584052 -0.069 0.122 -0.003
H 0.844558 -3.715707 -1.665752 -0.017 0.006 -0.008
H 2.316558 -3.208507 -0.821952 -0.015 0.061 -0.027
H 0.213758 -0.266107 -4.082352 -0.122 -0.196 0.132
H -0.536642 -1.844707 -3.641952 0.077 0.221 -0.107
H 0.369558 -3.915707 -4.452352 -0.042 -0.089 0.022
H 1.589358 -5.011507 -6.299152 -0.017 -0.166 -0.017
H 3.092858 -3.686807 -7.741052 0.015 -0.092 -0.151
H 3.328358 -1.267907 -7.384852 0.118 0.085 -0.050
H 2.149458 -0.167907 -5.524352 -0.003 0.076 0.029
C -2.573242 2.670393 -1.875952 -0.035 -0.154 0.457
P -1.517342 1.166493 -1.859852 0.077 1.202 -1.201
C -2.443342 0.193993 -3.107152 0.130 -0.293 0.276
C -0.019742 1.926293 -2.607352 -0.051 -0.123 0.200
C 0.061058 2.354693 -3.929052 -0.087 -0.067 0.041
C 1.168058 3.065193 -4.365652 -0.118 0.017 -0.073
C 2.191458 3.383093 -3.486052 -0.009 -0.056 0.090
C 2.114758 2.972593 -2.163552 0.053 0.116 -0.012
C 1.020658 2.242493 -1.732752 -0.201 -0.075 0.188
H -2.756042 2.901393 -2.925852 0.034 -0.059 -0.033
H -2.067842 3.513393 -1.416552 0.053 -0.006 0.041
H -3.527742 2.501393 -1.380952 -0.052 0.009 -0.003
H -2.178242 0.506793 -4.116552 -0.043 -0.002 0.003
H -3.508542 0.370893 -2.943152 0.074 0.045 -0.013
H -2.250242 -0.870207 -2.981352 -0.059 0.165 -0.188
H -0.742142 2.154493 -4.623652 -0.075 -0.040 -0.105
H 1.209158 3.399393 -5.391252 0.040 0.010 -0.088
H 3.038858 3.957393 -3.827052 0.077 0.047 -0.032
H 2.897958 3.235093 -1.467352 0.070 -0.014 0.050
H 0.954258 1.928093 -0.688852 0.088 0.092 -0.116
```
Forces are in eV/Å.